Entry 1:
{
  "formula": "C17H33BrCsF3N2O8",
  "method": "ωB97M-V/def2-TZVPD",
  "multiplicity": 1,
  "e_tot_ev": -116260.1666,
  "homo_lumo_gap_ev": 5.02,
  "homo_ha": -0.2185,
  "elements": ["C", "C", "C", "O", "C", "N", "C", "C", "O", "C", "C", "N", "C", "O", "C", "O", "C", "C", "C", "O", "H", "H", "H", "H", "H", "H", "H", "H", "H", "H", "H", "H", "H", "H", "H", "H", "H", "H", "H", "H", "H", "H", "H", "H", "H", "C", "C", "O", "C", "O", "C", "F", "F", "F", "H", "H", "H", "H", "H", "H", "O", "H", "H", "Cs", "Br"],
  "coordinates": [[1.37708, -0.57455, 1.54178], [2.42449, 0.53513, 1.52781], [2.68986, 1.08286, 0.15603], [1.48177, 1.63622, -0.44460], [1.59027, 1.42947, -1.81248], [0.59403, 2.26986, -2.49717], [0.70854, 3.53610, -2.84258], [1.83373, 4.50138, -2.61273], [2.65700, 4.17833, -1.54607], [2.10905, 4.51169, -0.27035], [2.18322, 5.99227, 0.03062], [-0.40332, 3.88479, -3.49391], [-1.25250, 2.81561, -3.55030], [-2.44202, 2.85678, -4.14079], [-0.64544, 1.80562, -2.92093], [-1.11193, 0.57110, -2.77134], [-1.37943, 0.17946, -1.40430], [-2.80765, 0.49276, -0.99380], [-2.90852, 0.49359, 0.51972], [-3.21737, 1.76169, -1.54154], [0.94119, -0.72514, 2.52116], [1.85703, -1.50797, 1.26281], [0.59583, -0.38682, 0.81708], [2.18732, 1.32218, 2.24599], [3.37404, 0.10584, 1.84641], [3.02232, 0.25388, -0.49570], [3.48684, 1.82928, 0.16834], [1.37132, 0.39687, -2.07771], [2.57665, 1.71387, -2.16631], [1.37555, 5.48576, -2.47722], [2.44798, 4.57329, -3.50825], [2.69794, 3.95951, 0.45176], [1.08756, 4.14872, -0.16527], [1.43671, 6.56045, -0.52037], [3.16600, 6.39439, -0.19377], [1.97937, 6.14998, 1.08549], [-0.58968, 4.78952, -3.88998], [-2.97205, 2.17794, -3.69485], [-0.64274, 0.56994, -0.71049], [-1.27193, -0.89982, -1.36410], [-3.49233, -0.27545, -1.35151], [-3.76691, 1.06411, 0.85923], [-2.02112, 0.93081, 0.97064], [-2.94683, -0.53302, 0.87736], [-4.16007, 1.72239, -1.71120], [-1.14251, -5.71429, 1.60793], [-2.12356, -4.72341, 1.01828], [-2.82119, -4.00617, 1.99095], [-2.06021, -2.89133, 2.65808], [-1.39006, -2.15308, 1.85918], [-1.15747, -3.46522, 3.80317], [-1.72593, -4.54503, 4.46139], [-0.97133, -2.53118, 4.74266], [0.06821, -3.88163, 3.43814], [-1.55984, -6.21354, 2.46125], [-0.86854, -6.47085, 0.86970], [-0.22525, -5.22977, 1.91355], [-2.89679, -5.28218, 0.46758], [-1.63773, -4.07883, 0.27804], [-2.89197, -2.42961, 3.24680], [1.53030, -7.03260, 1.43573], [2.09113, -6.58723, 0.79040], [2.12207, -7.21780, 2.17228], [-1.65607, -7.87168, 2.46439], [4.09591, -1.45521, -1.39207]],
  "forces_ev_per_angstrom": [[0.50, -0.05, -0.07], [-0.08, -0.10, 0.23], [-0.08, -0.57, -0.16], [0.06, 0.25, 0.09], [0.03, 0.15, 0.26], [0.11, -0.42, 0.20], [0.36, 0.34, 0.07], [0.10, 0.21, 0.07], [-0.01, -0.14, -0.03], [0.09, 0.16, 0.36], [-0.13, 0.05, -0.11], [-0.27, 0.32, -0.21], [-0.33, 0.06, -0.29], [-0.21, 0.34, -0.21], [0.08, -0.52, 0.23], [0.38, -0.34, 0.18], [-0.46, -0.57, -0.05], [-0.37, 0.28, 0.59], [0.33, -0.14, 0.08], [0.31, 0.09, -0.50], [-0.24, 0.07, 0.10], [-0.03, -0.15, -0.18], [-0.33, 0.00, 0.08], [-0.13, 0.19, -0.02], [0.18, 0.07, 0.10], [-0.01, 0.38, 0.46], [-0.08, 0.30, -0.11], [0.11, -0.13, -0.21], [0.10, -0.06, -0.25], [-0.09, 0.14, -0.06], [0.14, -0.16, -0.11], [0.14, -0.15, 0.00], [-0.13, -0.13, -0.15], [-0.04, 0.13, -0.10], [0.16, 0.01, -0.01], [-0.03, 0.03, 0.16], [-0.01, 0.11, 0.02], [-0.11, 0.00, 0.15], [0.08, 0.47, -0.06], [0.15, -0.14, -0.09], [0.06, -0.07, -0.42], [-0.27, -0.07, -0.05], [0.09, 0.14, 0.06], [0.01, -0.09, 0.22], [-0.16, -0.01, 0.26], [1.03, 4.03, -1.45], [-0.67, 0.12, -0.41], [0.06, -0.34, 0.56], [0.07, 0.35, -0.08], [0.04, 0.06, -0.26], [-0.31, -0.36, 0.13], [0.11, 0.02, -0.08], [-0.03, 0.09, 0.08], [0.08, 0.10, 0.03], [0.72, 7.57, -0.89], [0.18, 0.61, -0.33], [0.11, 0.07, -0.04], [0.01, 0.04, -0.01], [0.15, 0.10, 0.20], [-0.08, -0.07, -0.17], [0.09, -0.33, 0.17], [-0.08, 0.10, -0.05], [0.08, 0.06, -0.03], [-1.68, -12.08, 2.47], [0.16, -0.47, -0.37]],
  "mulliken_charge": [-0.49, -0.71, 0.09, -0.11, -0.97, 0.40, 0.75, -0.90, -0.33, 0.20, -1.53, -0.08, 0.29, -0.66, 0.21, -0.59, 0.07, 0.22, -1.04, -0.62, 0.35, 0.29, -0.18, 0.35, 0.39, -0.49, 0.34, 0.39, 0.65, 0.35, 0.32, 0.30, 0.11, 0.35, 0.34, 0.44, 0.28, 0.40, -0.26, 0.36, 0.40, 0.40, 0.25, 0.11, 0.37, -3.16, 0.33, -0.41, 0.04, -0.59, 0.75, -0.33, -0.27, -0.25, 1.29, 0.35, 0.93, 0.32, 0.06, 0.03, -0.61, 0.32, 0.30, 0.90, -0.85]
}

Entry 2:
{
  "formula": "C4H36BO26",
  "method": "ωB97M-V/def2-TZVPD",
  "multiplicity": 1,
  "relative_energy_kcal_mol": 14.0,
  "charge": -1,
  "e_tot_ev": -58653.8701,
  "homo_lumo_gap_ev": 9.00,
  "homo_ha": -0.2719,
  "elements": ["O", "C", "O", "B", "O", "C", "O", "O", "C", "O", "C", "O", "O", "O", "H", "H", "O", "H", "H", "O", "H", "H", "O", "H", "H", "O", "H", "H", "O", "H", "H", "O", "H", "H", "O", "H", "H", "O", "H", "H", "O", "H", "H", "O", "H", "H", "O", "H", "H", "O", "H", "H", "O", "H", "H", "O", "H", "H", "O", "H", "H", "O", "H", "H", "O", "H", "H"],
  "coordinates": [[2.26003, 2.44917, 2.20100], [1.31604, 2.03312, 1.57697], [0.83028, 0.82815, 1.58905], [-0.25490, 0.71535, 0.56818], [-0.56484, 2.13931, 0.25546], [0.34757, 2.95146, 0.79396], [0.43777, 4.13473, 0.74964], [-1.37255, 0.00877, 1.16653], [-1.63651, -1.10067, 0.52072], [-2.54787, -1.84180, 0.74843], [-0.55939, -1.25921, -0.56530], [0.14551, -0.11959, -0.58217], [-0.43757, -2.16074, -1.33936], [2.74785, -0.69786, 3.74969], [3.34949, -0.44304, 3.04195], [2.56711, 0.13362, 4.21964], [-2.70882, -4.64967, -2.06598], [-2.01088, -4.72783, -1.39391], [-2.27875, -4.20619, -2.81782], [1.54896, 4.52782, -2.03772], [1.76929, 3.65137, -1.65603], [1.35171, 4.34385, -2.96058], [3.02105, -0.91729, -1.00866], [2.33980, -1.01267, -0.32247], [2.80971, -1.60427, -1.64587], [0.13624, -1.52037, -4.08966], [0.77895, -1.67463, -4.79208], [0.65812, -1.19578, -3.34182], [0.77135, 6.71065, 2.02822], [1.05919, 6.25853, 2.84491], [0.69209, 5.99792, 1.38255], [-1.81792, -3.22288, -4.37509], [-2.54112, -2.60475, -4.52755], [-1.04743, -2.64918, -4.11871], [1.78398, 5.52500, 4.22742], [1.56514, 4.79324, 3.62962], [1.27589, 5.34908, 5.02650], [-0.98780, -5.05526, 0.03526], [-0.93216, -4.40619, 0.75650], [-1.43173, -5.81692, 0.42019], [-4.51479, -3.28713, 2.03771], [-3.99348, -2.66813, 1.49863], [-5.39925, -3.24938, 1.66458], [1.22668, -4.07009, -2.47468], [0.49963, -3.73449, -1.92106], [1.87016, -3.35892, -2.47985], [-3.29292, 1.50330, -1.87285], [-2.74101, 1.15501, -2.60316], [-2.66269, 1.79731, -1.20621], [-1.94033, 0.16147, -3.79290], [-1.29583, -0.55476, -3.64084], [-1.54677, 0.70058, -4.48550], [-0.55213, -3.73733, 2.44636], [-1.19940, -3.03675, 2.60806], [-0.52659, -4.23951, 3.26758], [1.72793, -2.18505, 1.30612], [2.14161, -1.77863, 2.08136], [1.11968, -2.84365, 1.67085], [2.02597, 1.46596, 5.38557], [1.79241, 1.19884, 6.28082], [1.46296, 2.22277, 5.19829], [2.27065, 1.90052, -1.53564], [1.99407, 0.98520, -1.38528], [2.72926, 1.87528, -2.38093], [-1.47296, 4.74425, -1.47736], [-1.60880, 4.35273, -0.61114], [-0.54693, 5.01626, -1.47012]],
  "forces_ev_per_angstrom": [[-0.12, -0.27, -0.09], [0.23, 1.25, 0.94], [0.12, -0.82, -0.80], [0.37, 0.65, 0.88], [-0.11, 0.04, -0.40], [0.45, -1.60, 0.02], [-0.52, 0.40, -0.21], [-0.49, 0.25, 0.12], [-0.05, 0.06, 0.31], [0.32, -0.25, -0.12], [-0.13, 0.87, -0.43], [-0.15, -0.28, -0.02], [0.13, 0.07, 0.11], [0.27, -0.20, -0.14], [0.07, 0.18, 0.11], [-0.19, -0.05, -0.14], [0.16, 0.00, -0.20], [-0.25, 0.10, -0.03], [-0.25, -0.11, 0.07], [0.18, -0.19, 0.08], [-0.27, 0.48, -0.18], [-0.08, -0.01, 0.02], [-0.17, 0.32, -0.21], [0.15, -0.33, 0.10], [0.05, -0.13, 0.17], [1.28, 0.56, -0.01], [-0.18, -0.09, -0.08], [-0.17, -0.26, 0.17], [-0.04, -0.19, 0.15], [-0.18, 0.82, -0.53], [-0.01, 0.13, -0.03], [0.53, 0.45, 0.04], [-0.02, -0.04, 0.08], [-0.96, -0.90, -0.25], [-0.03, -0.56, 0.26], [0.37, -0.18, 0.15], [-0.01, 0.10, -0.04], [0.27, -0.02, 0.13], [-0.08, -0.31, -0.12], [-0.03, 0.05, -0.02], [-0.01, 0.16, 0.02], [-0.10, -0.25, 0.14], [0.02, -0.05, -0.02], [-0.11, -0.10, 0.02], [0.29, -0.19, -0.22], [0.00, -0.05, 0.09], [0.18, -0.10, 0.01], [-0.31, 0.04, 0.48], [-0.02, 0.16, -0.10], [0.13, -0.23, -0.12], [-0.44, 0.52, -0.25], [0.03, -0.04, 0.00], [-0.07, 0.34, 0.28], [-0.06, -0.04, -0.08], [0.05, -0.06, -0.07], [0.00, -0.06, -0.07], [-0.32, 0.08, 0.11], [0.02, 0.03, -0.01], [-0.06, 0.10, 0.32], [0.04, -0.06, -0.05], [0.06, -0.02, -0.21], [-0.12, -0.04, -0.11], [0.16, -0.08, 0.07], [0.16, -0.05, 0.10], [-0.20, 0.18, -0.24], [0.08, 0.00, 0.01], [0.14, -0.16, 0.07]],
  "mulliken_charge": [-0.67, 0.48, -0.54, 0.94, -0.45, 0.16, -0.46, -0.66, 0.27, -0.87, 0.70, 0.82, -0.61, -0.70, 0.35, 0.35, -0.69, 0.38, 0.44, -0.61, 0.43, 0.27, -0.71, 0.18, 0.31, -0.67, 0.26, 0.23, -0.72, 0.37, 0.48, -0.72, 0.33, 0.48, -0.71, 0.33, 0.31, -0.67, 0.39, 0.25, -0.65, 0.60, 0.30, -0.66, 0.40, 0.29, -0.70, 0.44, 0.31, -0.70, 0.36, 0.28, -0.62, 0.29, 0.23, -0.48, 0.27, 0.29, -0.62, 0.29, 0.28, -0.73, 0.23, 0.25, -0.63, 0.30, 0.34]
}

Entry 3:
{
  "formula": "C20H33HfN8O3S2",
  "method": "ωB97M-V/def2-TZVPD",
  "multiplicity": 1,
  "relative_energy_kcal_mol": 6.4,
  "charge": 1,
  "e_tot_ev": -62317.3522,
  "homo_lumo_gap_ev": 7.27,
  "homo_ha": -0.4149,
  "elements": ["Hf", "N", "C", "C", "O", "N", "C", "C", "O", "O", "H", "H", "H", "H", "H", "H", "N", "C", "S", "N", "N", "C", "C", "C", "C", "C", "C", "N", "H", "H", "H", "H", "H", "H", "H", "C", "C", "C", "C", "N", "C", "S", "N", "C", "C", "C", "C", "H", "H", "H", "H", "H", "H", "H", "H", "H", "H", "H", "H", "H", "H", "H", "H", "H", "H", "H", "H"],
  "coordinates": [[-0.26815, 0.07543, -0.29178], [1.37792, 0.21970, 1.46744], [1.38432, 1.62383, 1.92578], [-0.08092, 2.07607, 1.98206], [-0.54775, 2.56573, 2.98748], [-0.74984, 1.81492, 0.82112], [-2.18309, 2.08493, 0.85632], [-2.93560, 1.29620, -0.20960], [-4.08493, 1.50894, -0.48986], [-2.20902, 0.37326, -0.85172], [0.98708, -0.36031, 2.20965], [2.31474, -0.13265, 1.28905], [1.92313, 2.22753, 1.19322], [1.82316, 1.76321, 2.91138], [-2.40442, 3.13976, 0.69176], [-2.59972, 1.82339, 1.83320], [-3.11724, -3.23450, 0.78835], [-2.00618, -2.57337, 0.46815], [-1.43321, -1.35419, 1.58176], [-1.44044, -2.93110, -0.67716], [-0.40673, -2.13823, -0.99563], [0.36112, -2.46203, -1.97437], [1.51837, -1.62163, -2.27155], [2.36494, -1.93268, -3.32531], [3.48352, -1.14081, -3.53764], [3.72006, -0.06476, -2.69616], [2.81231, 0.19599, -1.68515], [1.73600, -0.56007, -1.46585], [-3.59944, -3.05515, 1.65068], [-3.45672, -3.94183, 0.15749], [0.18931, -3.37647, -2.53292], [2.15312, -2.78419, -3.95592], [4.16358, -1.36399, -4.34819], [4.58050, 0.57592, -2.81929], [2.94457, 1.05234, -1.03351], [-1.65608, 5.42702, -1.56532], [-0.28399, 5.83679, -2.08531], [-0.10266, 5.74643, -3.59811], [0.12930, 4.34183, -4.13848], [-1.05596, 3.49688, -4.01292], [-1.21886, 2.40479, -3.26201], [0.18241, 1.63557, -2.57782], [-2.42203, 1.87703, -3.12700], [-3.66207, 2.46030, -3.62410], [-3.91362, 2.17947, -5.10134], [-5.07833, 3.00656, -5.64566], [-4.71627, 4.47229, -5.85459], [-1.76142, 5.70512, -0.51624], [-1.83540, 4.35229, -1.63367], [-2.45404, 5.93394, -2.11373], [0.49269, 5.24148, -1.59413], [-0.09970, 6.87083, -1.78648], [0.76155, 6.34758, -3.89011], [-0.96049, 6.19946, -4.10789], [0.94174, 3.85680, -3.60376], [0.40355, 4.37733, -5.19455], [-1.88697, 3.86867, -4.45028], [-2.47109, 1.01800, -2.58758], [-3.64937, 3.53344, -3.41126], [-4.46405, 2.05664, -3.00638], [-4.10480, 1.11186, -5.22486], [-3.01233, 2.39598, -5.68555], [-5.92950, 2.92490, -4.96366], [-5.41104, 2.57875, -6.59234], [-4.44166, 4.96896, -4.92061], [-5.55167, 5.03419, -6.27048], [-3.87827, 4.57060, -6.54885]],
  "forces_ev_per_angstrom": [[0.08, 0.27, -0.30], [-0.19, -0.05, -0.24], [-0.21, 0.32, 0.09], [0.15, 0.17, 0.16], [0.04, 0.13, -0.07], [-0.14, -0.78, 0.05], [-0.26, 0.11, -0.02], [-0.20, 0.20, 0.04], [0.09, 0.05, 0.05], [0.55, -0.07, 0.20], [0.08, -0.07, -0.08], [-0.04, 0.05, 0.00], [0.02, 0.04, 0.06], [0.07, -0.10, -0.03], [0.01, 0.07, 0.04], [-0.04, 0.03, -0.02], [0.06, -0.03, 0.12], [-0.15, -0.04, -0.09], [0.13, -0.08, -0.17], [-0.01, 0.06, 0.07], [0.21, 0.26, -0.20], [-0.14, -0.14, 0.12], [0.04, -0.14, -0.09], [0.11, 0.14, 0.14], [-0.03, 0.01, 0.04], [-0.03, 0.01, 0.03], [0.09, 0.01, 0.00], [-0.25, -0.13, -0.01], [0.02, 0.03, -0.01], [-0.02, -0.02, 0.02], [-0.01, 0.00, -0.02], [-0.02, -0.01, 0.01], [0.01, 0.00, -0.01], [0.01, -0.01, -0.02], [0.00, 0.00, 0.00], [-0.11, -0.05, 0.10], [0.06, 0.05, 0.05], [0.04, 0.03, -0.08], [0.05, -0.05, 0.02], [-0.27, -0.07, 0.17], [0.25, 0.07, -0.28], [-0.01, -0.38, 0.22], [0.08, -0.05, -0.05], [-0.06, 0.10, 0.09], [-0.03, 0.02, -0.06], [-0.02, -0.04, 0.01], [0.00, 0.07, 0.02], [-0.02, -0.02, 0.01], [0.02, 0.03, 0.02], [0.01, 0.01, -0.02], [0.00, -0.01, 0.00], [-0.02, 0.00, -0.01], [0.03, -0.04, -0.02], [-0.02, -0.01, 0.01], [0.02, -0.01, 0.01], [-0.01, 0.02, 0.00], [-0.04, -0.02, 0.01], [-0.05, 0.16, 0.01], [0.04, 0.02, -0.05], [0.04, -0.05, -0.04], [-0.02, 0.00, 0.01], [0.00, -0.01, -0.01], [0.00, 0.00, 0.00], [0.03, 0.00, -0.01], [0.01, -0.01, 0.01], [-0.01, -0.01, -0.01], [0.01, -0.01, -0.02]],
  "mulliken_charge": [1.04, -0.57, -0.60, 0.53, -0.63, 0.30, -0.57, 0.68, -0.65, -1.04, 0.32, 0.25, 0.23, 0.40, 0.41, 0.36, -0.37, 0.85, -0.51, -1.69, 0.77, -0.32, 0.85, -0.85, -0.40, -0.83, 0.07, -0.09, 0.22, 0.25, 0.39, 0.46, 0.46, 0.44, 0.36, -0.62, -0.38, -0.75, -0.78, 0.03, 0.45, -0.49, 0.36, -1.24, -0.14, -0.61, -1.06, 0.43, -0.21, 0.32, 0.21, 0.35, 0.38, 0.36, 0.41, 0.33, 0.02, 0.14, 0.19, 0.55, 0.32, 0.35, 0.32, 0.36, 0.24, 0.39, 0.28]
}